DFT (ωB97M-V/def2-TZVPD) results for a gas-phase ion, C4H6NS (charge +1) in a non-equilibrium geometry.

Computed properties:
Net charge   +1
Molar mass   100.17 g/mol
E   -16559.882 eV

Each line ends with the Löwdin charge.
Element x y z (Å)
C -2.7730 -0.4260 0.1490  0.238
C 0.7319 -0.8987 0.6983  -0.412
C -1.6049 -0.1266 0.2931  -0.111
C 0.1415 1.0731 -0.6324  0.017
N -0.2099 -0.1296 0.1666  -0.183
S 0.3291 -2.3719 1.3919  0.987
H -3.7679 -0.3303 0.3187  0.034
H 1.6596 -0.4606 0.6995  0.092
H 0.9940 1.5591 -0.2489  0.079
H -0.6885 1.7806 -0.5247  0.109
H 0.3527 0.6073 -1.7166  0.172
H 1.4917 -2.6833 2.1123  -0.022

Forces on atoms 1 to 3 (eV/Å):
C 3.388 1.060 0.574
C -3.582 0.027 0.104
C 0.603 -2.747 -0.418



DFT (ωB97M-V/def2-TZVPD) results for 2 unconnected molecules or ions with the total composition C4H6O in a non-equilibrium geometry.

Computed properties:
Net charge   0
Molar mass   70.09 g/mol
E   -6288.952 eV

Each line ends with the Löwdin charge.
Element x y z (Å)
C -0.9199 0.7614 -1.5887  -0.026
C 0.0901 1.0178 -0.8486  -0.213
C -0.0153 -1.4452 1.7754  -0.119
C 1.1766 1.1936 -0.1650  -0.027
O 0.9730 -0.8619 1.3845  -0.031
H -1.5324 1.5523 -2.0943  0.073
H -1.4083 -0.1717 -1.7201  0.040
H -0.6311 -1.0492 2.5367  0.051
H -0.5960 -2.4145 1.4686  0.109
H 0.9977 1.2196 0.8973  0.043
H 2.2731 1.3826 -0.4153  0.101

Forces on atoms 1 to 3 (eV/Å):
C -2.498 1.406 -1.332
C 2.028 0.008 -0.384
C -0.274 -0.588 -0.795



DFT (ωB97M-V/def2-TZVPD) results for a molecular structure, C4H6O.

Computed properties:
Net charge   0
Molar mass   70.09 g/mol
E   -6287.826 eV

Each line ends with the Löwdin charge.
Element x y z (Å)
C 0.2374 1.2444 -0.5123  -0.037
C 0.9500 -0.6307 0.5970  0.152
C -0.4583 -1.0476 0.9440  -0.227
O -0.9674 -0.9013 -0.3948  -0.115
C 0.2992 -0.2940 -0.7040  -0.428
H 0.8780 1.7597 -1.2252  0.084
H -0.8033 1.5626 -0.6146  0.097
H 0.5822 1.5425 0.4906  0.076
H -0.9627 -0.4070 1.6846  0.128
H -0.4875 -2.0881 1.2963  0.126
H 0.7145 -0.5833 -1.6738  0.145

Forces on atoms 1 to 3 (eV/Å):
C 0.009 0.233 0.221
C -0.237 0.007 -0.132
C 0.083 -0.068 0.253



DFT (ωB97M-V/def2-TZVPD) results for 2 unconnected molecules or ions with the total composition C4H6O in a non-equilibrium geometry.

Computed properties:
Net charge   0
Molar mass   70.09 g/mol
E   -6287.518 eV

Each line ends with the Löwdin charge.
Element x y z (Å)
C -3.0843 0.6951 -0.1367  -0.151
C -2.1276 -0.0377 0.2796  0.072
C 1.3676 0.4553 0.2274  -0.300
C 1.9161 -0.9514 -0.0460  -0.070
O 1.9831 1.4505 -0.0979  0.024
H -4.1200 0.6044 -0.1519  0.023
H -2.4696 1.6424 -0.5369  0.126
H 0.3559 0.3414 0.7243  0.068
H 1.4370 -1.4233 -0.9019  0.076
H 3.0432 -1.0649 0.0113  0.100
H 1.6988 -1.7118 0.6286  0.031

Forces on atoms 1 to 3 (eV/Å):
C 2.395 1.856 -0.680
C 0.382 -0.209 0.097
C 0.819 -1.342 -0.231



DFT (ωB97M-V/def2-TZVPD) results for C4H6O in the gas phase in a non-equilibrium geometry.

Computed properties:
Net charge   0
Molar mass   70.09 g/mol
E   -6290.346 eV

Each line ends with the Löwdin charge.
Element x y z (Å)
C -1.8079 -0.4652 0.1880  0.019
C -1.0957 0.6277 -0.0841  -0.122
C 0.3536 0.5124 -0.3418  -0.314
C 1.4441 0.1503 0.5851  -0.095
H -1.2685 -1.4105 0.1424  0.063
H -2.8762 -0.5642 0.3225  0.055
H -1.6158 1.5699 0.1145  0.105
H 0.6599 1.1277 -1.1348  0.116
H 1.1721 -0.0304 1.6071  0.108
H 2.4475 0.5820 0.3356  0.124
O 1.0145 -0.7783 -0.4338  -0.059

Forces on atoms 1 to 3 (eV/Å):
C 0.639 -0.795 -0.716
C -1.163 -0.988 1.775
C 0.651 -0.385 -0.032



DFT (ωB97M-V/def2-TZVPD) results for C4H6O2 in the gas phase.

Computed properties:
Net charge   0
Molar mass   86.09 g/mol
E   -8337.611 eV

Each line ends with the Löwdin charge.
Element x y z (Å)
C -0.2865 -1.0254 0.4227  0.021
C 1.6847 0.5593 -0.1188  -0.007
C 0.2537 0.2287 0.1247  -0.446
C -1.9193 0.0676 -0.3324  -0.246
O -0.6427 1.1433 -0.0760  0.018
O -2.8696 0.0490 0.3705  0.086
H -1.8606 0.0454 -1.4218  0.147
H 0.3005 -1.9186 0.2367  0.072
H -0.9224 -1.1099 1.2923  0.088
H 2.0969 1.1762 0.6853  0.097
H 2.3138 -0.3323 -0.1437  0.085
H 1.8515 1.1167 -1.0395  0.086

Forces on atoms 1 to 3 (eV/Å):
C 0.509 -0.010 -0.016
C 0.608 -0.055 -0.163
C -0.317 -0.386 -0.159



DFT (ωB97M-V/def2-TZVPD) results for 2 unconnected molecules or ions with the total composition C4H6O2 in a non-equilibrium geometry.

Computed properties:
Net charge   0
Molar mass   86.09 g/mol
E   -8338.285 eV

Each line ends with the Löwdin charge.
Element x y z (Å)
C -1.5218 -0.7093 -1.0227  -0.018
C -1.8598 -0.5833 0.2483  -0.267
O -2.1301 -0.4674 1.3716  0.191
C 0.8504 1.2069 0.7010  -0.005
C 1.7101 0.2270 0.4103  -0.278
O 1.5491 -0.8082 -0.4453  -0.012
H 0.6138 -0.8545 -0.7106  0.041
H -1.1815 0.1740 -1.5526  0.079
H -1.7192 -1.6360 -1.5488  0.077
H -0.1313 1.3040 0.2450  0.033
H 1.1278 1.9593 1.4307  0.050
H 2.6926 0.1875 0.8731  0.110

Forces on atoms 1 to 3 (eV/Å):
C -0.118 0.040 0.106
C -0.139 0.005 0.584
O 0.186 -0.151 -0.995



DFT (ωB97M-V/def2-TZVPD) results for C4H6O2 in the gas phase.

Computed properties:
Net charge   0
Molar mass   86.09 g/mol
E   -8338.646 eV

Each line ends with the Löwdin charge.
Element x y z (Å)
O -0.3919 0.9706 -1.6603  0.033
C 0.0438 1.5130 -0.6627  -0.236
C 0.1105 -0.2329 1.0320  -0.037
C -0.5104 -1.2779 0.1223  -0.251
O 0.4172 -1.5357 -0.9120  -0.071
C 0.6127 0.8956 0.5508  -0.075
H 0.3319 -0.7717 -1.5074  0.056
H -0.0518 2.6037 -0.5518  0.120
H 0.2433 -0.4835 2.0829  0.111
H -0.6511 -2.2140 0.6686  0.117
H -1.4838 -0.9621 -0.2858  0.124
H 1.3296 1.4950 1.1234  0.109

Forces on atoms 1 to 3 (eV/Å):
O 0.189 0.048 0.380
C 0.201 0.000 -0.249
C -0.215 -0.842 0.195



DFT (ωB97M-V/def2-TZVPD) results for a molecular structure, C4H6O2 in a non-equilibrium geometry.

Computed properties:
Net charge   0
Molar mass   86.09 g/mol
E   -8336.188 eV

Each line ends with the Löwdin charge.
Element x y z (Å)
C -0.9690 -1.1753 -0.0119  0.006
C 0.0352 -0.1716 0.4926  -0.418
C -0.1215 1.3207 0.1462  -0.076
O -0.4836 0.7607 1.3997  0.053
C 1.3575 0.0186 -0.1307  -0.284
O 1.3816 -0.0367 -1.3548  -0.001
H -1.2168 -1.8750 0.7995  0.094
H -1.8955 -0.6619 -0.2960  0.095
H -0.5705 -1.7386 -0.8602  0.091
H 0.6890 2.0419 0.2706  0.131
H -0.4331 1.1874 -0.9218  0.161
H 2.2268 0.3296 0.4668  0.147

Forces on atoms 1 to 3 (eV/Å):
C 0.097 0.158 -0.052
C 0.240 -0.427 -0.140
C 0.162 0.294 -0.349



DFT (ωB97M-V/def2-TZVPD) results for C4H6O2 in the gas phase.

Computed properties:
Net charge   0
Molar mass   86.09 g/mol
E   -8339.714 eV

Each line ends with the Löwdin charge.
Element x y z (Å)
C 1.5544 0.2562 -0.7440  -0.010
C 0.3984 0.7127 0.1111  -0.455
O 0.1162 1.8786 0.2775  0.084
C -0.4714 -0.3824 0.7263  -0.087
C -1.7675 -0.4698 -0.0618  -0.251
O -2.1399 -1.4644 -0.6325  0.060
H 1.1962 -0.4347 -1.5172  0.094
H 2.2779 -0.2961 -0.1327  0.091
H 2.0407 1.1175 -1.2051  0.086
H 0.0099 -1.3637 0.7269  0.121
H -0.7168 -0.0729 1.7492  0.132
H -2.3494 0.4747 -0.0899  0.133

Forces on atoms 1 to 3 (eV/Å):
C 0.036 0.065 -0.031
C -0.087 0.233 -0.016
O 0.122 -0.440 -0.062